[1]
Molecular formula: CH3NO
Method: DFT, ωB97M-V with the def2-TZVPD basis set

The calculation puts the frontier orbital gap at 11.19 eV. The LUMO energy is 0.970 eV. As for the total energy: -169.81202 a.u.

Last column: Löwdin charge in e.
Cartesian coordinates (Å):
1 C 1.09 0.20 0.00  -0.0737
2 N 0.06 -0.55 -0.02  -0.1144
3 O -1.14 0.08 0.00  -0.0956
4 H 1.15 1.32 -0.11  0.0878
5 H 2.05 -0.37 0.10  0.0722
6 H -1.03 1.09 0.11  0.1237

=====

[2]
Molecular formula: CH3NO2
Method: DFT, ωB97M-V with the def2-TZVPD basis set

The calculation puts the frontier orbital gap (spin up / spin down) at 8.23 / 8.23 eV. The LUMO energy (spin up / spin down) is -1.544 / -1.545 eV. As for the total energy: -244.88034 a.u.

Last column: Löwdin charge in e.
Cartesian coordinates (Å):
1 C -0.57 0.10 0.00  -0.0843
2 N 0.70 -0.35 -0.20  -0.2063
3 O 1.26 -1.20 -0.79  0.1714
4 O 1.51 0.79 0.95  -0.2375
5 H -1.36 -0.68 0.36  0.1515
6 H -0.95 0.33 -0.98  0.1008
7 H -0.59 1.01 0.64  0.1043

=====

[3]
Molecular formula: CH3NO2
Method: DFT, ωB97M-V with the def2-TZVPD basis set

The calculation puts the frontier orbital gap at 10.30 eV. The LUMO energy is 1.116 eV. As for the total energy: -245.04226 a.u.

Last column: Löwdin charge in e.
Cartesian coordinates (Å):
1 C -3.81 -0.35 -0.39  0.0139
2 N -0.99 0.47 0.32  -0.1176
3 O -3.32 0.43 0.24  -0.0100
4 O -0.67 -0.81 -0.14  -0.1591
5 H -1.56 -1.24 -0.23  0.0583
6 H -1.23 1.09 -0.55  0.1150
7 H -0.13 0.83 0.81  0.0994

=====

[4]
Molecular formula: CH3NO2
Method: DFT, ωB97M-V with the def2-TZVPD basis set

The calculation puts the frontier orbital gap at 11.42 eV. The LUMO energy is 0.779 eV. As for the total energy: -245.00326 a.u.

Last column: Löwdin charge in e.
Cartesian coordinates (Å):
1 C 0.81 0.01 0.02  0.1327
2 N -0.93 -0.12 0.06  -0.4149
3 O -1.31 1.00 -0.12  0.0368
4 O -1.50 -1.15 0.18  0.0854
5 H 0.72 0.95 0.48  0.0519
6 H 0.95 0.18 -1.00  0.0528
7 H 1.27 -0.86 0.37  0.0553

=====

[5]
Molecular formula: CH3NO2
Method: DFT, ωB97M-V with the def2-TZVPD basis set

The calculation puts the frontier orbital gap at 10.89 eV. The LUMO energy is 0.377 eV. As for the total energy: -245.16020 a.u.

Last column: Löwdin charge in e.
Cartesian coordinates (Å):
1 N 1.29 -0.32 0.06  0.1405
2 C -0.05 0.13 -0.01  -0.6527
3 O -0.37 1.29 0.01  0.0812
4 O -1.05 -0.78 -0.05  0.0767
5 H 1.41 -1.28 -0.26  0.0880
6 H 2.00 0.38 -0.14  0.1145
7 H -0.79 -1.69 0.34  0.1518

=====

[6]
Molecular formula: CH3NO2
Method: DFT, ωB97M-V with the def2-TZVPD basis set

The calculation puts the frontier orbital gap at 9.28 eV. The LUMO energy is -0.550 eV. As for the total energy: -244.99709 a.u.

Last column: Löwdin charge in e.
Cartesian coordinates (Å):
1 C 0.81 -1.20 0.92  -0.1807
2 O 1.91 -0.82 0.64  -0.0106
3 H 0.53 -1.54 1.94  0.0716
4 H -0.12 -1.34 0.15  0.1069
5 N -1.17 1.22 -1.16  0.0078
6 O -0.95 1.82 -2.19  -0.0646
7 H -1.00 1.86 -0.32  0.0696

=====

[7]
Molecular formula: CH3NO2S
Method: DFT, ωB97M-V with the def2-TZVPD basis set

The calculation puts the frontier orbital gap at 11.09 eV. The LUMO energy is 0.603 eV. As for the total energy: -643.22456 a.u.

Last column: Löwdin charge in e.
Cartesian coordinates (Å):
1 O 1.90 1.36 1.39  -0.2815
2 S 0.69 0.68 1.61  0.6304
3 O 0.13 0.44 2.89  -0.2779
4 C 0.16 -0.41 0.30  -0.1577
5 N -0.57 0.96 0.52  -0.0880
6 H -0.52 -1.30 0.56  0.1116
7 H 0.73 -0.54 -0.57  0.0617
8 H -0.48 1.51 -0.20  0.0014

=====

[8]
Molecular formula: CH3NO2S
Method: DFT, ωB97M-V with the def2-TZVPD basis set

The calculation puts the frontier orbital gap at 10.83 eV. The LUMO energy is 0.536 eV. As for the total energy: -643.22559 a.u.

Last column: Löwdin charge in e.
Cartesian coordinates (Å):
1 O 2.01 -0.24 0.19  -0.3207
2 S 0.71 -0.44 -0.46  0.6474
3 O 0.49 -1.11 -1.67  -0.2708
4 C -0.62 0.65 -0.15  -0.1875
5 N -0.47 -0.65 0.74  -0.1290
6 H -1.39 0.76 -0.93  0.0959
7 H -0.44 1.44 0.56  0.0831
8 H -0.29 -0.41 1.72  0.0816